ORCA calculation (the ωB97M-V functional and the def2-TZVPD basis) on a gas-phase ion, C7H11N2O (charge +1).

Structure (ORCA input):
```
! wB97M-V def2-TZVPD RIJCOSX def2/J DEFGRID3
* xyz 1 1
C 2.51 -0.47 -0.24
C 1.15 -0.11 0.17
C 1.10 1.26 0.66
C 0.01 2.04 0.35
C -0.98 1.72 -0.56
C -1.89 0.73 -0.58
C -2.17 -0.15 0.50
N -2.85 -1.29 0.39
N 0.14 -0.90 0.32
O 0.22 -2.14 -0.22
H 3.17 0.34 -0.62
H 2.71 -1.28 -0.95
H 3.16 -0.84 0.62
H 1.87 1.43 1.42
H 0.23 3.08 0.70
H -0.98 2.25 -1.51
H -2.49 0.57 -1.46
H -1.90 0.14 1.48
H -3.27 -1.60 -0.51
H -3.21 -1.64 1.27
H 1.20 -2.43 -0.28
*
```

HOMO = -13.1 eV
Energy above the lowest of the compared OMol25 structures with the same formula, charge and spin = 345.01 kJ/mol
SMILES = CC(/C=C\C=C/C=[NH2+])=N\O
LUMO = -0.1741 Eh

***

ORCA calculation (the ωB97M-V functional and the def2-TZVPD basis) on a molecular structure, C28H24Br2CrN3O4.

Structure (ORCA input):
```
! wB97M-V def2-TZVPD RIJCOSX def2/J DEFGRID3
* xyz -1 5
Cr 0.07 -0.43 -0.03
C 0.88 2.64 -0.85
C 1.66 1.53 -1.52
C 2.74 1.84 -2.50
C 3.42 0.83 -3.08
C 3.09 -0.58 -2.74
C 3.73 -1.71 -3.29
Br 5.15 -1.54 -4.57
C 3.33 -3.00 -2.90
C 2.30 -3.18 -1.96
Br 1.78 -4.95 -1.45
C 1.67 -2.06 -1.43
O 0.76 -2.08 -0.61
C 2.07 -0.79 -1.82
N 1.43 0.17 -1.28
H 1.24 3.64 -1.20
H 1.01 2.58 0.25
H -0.19 2.54 -1.10
H 2.99 2.87 -2.75
H 4.21 1.06 -3.79
H 3.83 -3.86 -3.32
O -3.22 -2.47 -0.39
C -2.16 -1.83 -0.09
O -1.36 -1.26 -0.89
C -1.79 -1.70 1.37
C -2.59 -2.28 2.36
C -2.21 -2.14 3.69
C -1.05 -1.43 4.01
C -0.62 -1.27 5.34
C 0.54 -0.55 5.62
C 1.29 -0.01 4.58
C 0.86 -0.18 3.26
C -0.30 -0.88 2.95
N -0.66 -1.01 1.67
H -3.48 -2.82 2.08
H -2.83 -2.59 4.46
H -1.20 -1.69 6.16
H 0.87 -0.43 6.65
H 2.20 0.55 4.79
H 1.44 0.25 2.44
O 0.11 1.06 1.26
C -1.29 1.06 1.46
C -1.90 2.35 0.91
C -1.33 2.81 -0.44
C -1.55 1.82 -1.56
C -2.32 2.16 -2.66
C -2.47 1.24 -3.69
C -1.84 0.00 -3.59
C -1.08 -0.25 -2.46
N -0.93 0.62 -1.45
H 0.58 -0.07 2.24
H -1.50 0.98 2.53
H -1.72 0.17 0.97
H -1.70 3.15 1.63
H -2.99 2.24 0.85
H -0.25 3.00 -0.36
H -1.79 3.77 -0.70
H -2.80 3.13 -2.73
H -3.06 1.48 -4.57
H -1.92 -0.74 -4.38
H -0.57 -1.20 -2.33
H 1.42 -0.59 0.97
*
```

HOMO (spin up / spin down) = -2.7 / -4.3 eV
Energy above the lowest of the compared OMol25 structures with the same formula, charge and spin = 404.23 kJ/mol
LUMO (spin up / spin down) = 0.0915 / 0.0915 Eh

***

ORCA calculation (the ωB97M-V functional and the def2-TZVPD basis) on 6 unconnected molecules or ions with the total composition C35H56FN2O21.

Structure (ORCA input):
```
! wB97M-V def2-TZVPD RIJCOSX def2/J DEFGRID3
* xyz 1 1
O 2.13 3.06 0.54
C 1.97 2.31 1.53
N 2.06 1.30 2.36
C 1.45 0.05 1.80
C 2.26 -0.33 0.42
C 3.86 -0.27 0.58
C 4.54 0.51 -0.70
F 3.95 -0.04 -1.90
C 1.64 -1.18 2.83
N 0.52 -2.15 2.58
C 0.75 -3.53 3.12
C 2.18 -4.23 3.22
C 2.40 -5.69 3.74
C 1.19 -6.60 4.21
C -0.24 -5.93 4.12
C -0.46 -4.45 3.60
C -0.74 -1.48 3.07
C -0.90 0.00 2.40
C -0.99 1.06 3.61
C -1.81 2.40 3.29
C -1.14 3.36 2.20
O -1.32 3.31 0.95
O -0.22 4.36 2.71
C -2.34 -0.05 1.62
C -2.33 -1.16 0.41
C -3.44 -0.87 -0.72
O -4.52 -1.53 -0.65
O -3.10 0.07 -1.75
O 0.08 0.30 1.38
H 1.85 0.36 -0.42
H 1.88 -1.40 0.13
H 4.24 0.12 1.59
H 4.25 -1.36 0.49
H 4.32 1.62 -0.53
H 5.66 0.25 -0.68
H 1.56 -0.78 3.91
H 2.69 -1.60 2.68
H 0.43 -2.24 1.55
H 3.13 -3.66 2.87
H 3.47 -6.15 3.78
H 1.40 -7.67 4.55
H -1.13 -6.60 4.44
H -1.56 -4.11 3.56
H -1.69 -2.09 2.90
H -0.62 -1.36 4.22
H -1.51 0.58 4.53
H 0.05 1.40 4.02
H -1.83 3.01 4.28
H -2.92 2.23 3.02
H 0.46 4.57 2.01
H -2.62 0.95 1.12
H -3.13 -0.37 2.39
H -1.29 -1.33 -0.04
H -2.63 -2.16 0.92
H -2.28 -0.31 -2.16
C 3.40 1.47 5.97
O 3.09 0.22 6.59
C 4.14 -0.37 7.19
O 5.27 0.07 7.24
O 3.72 -1.53 7.72
C 4.74 -2.27 8.39
H 2.48 1.86 5.52
H 3.74 2.19 6.72
H 4.14 1.35 5.19
H 5.13 -1.70 9.24
H 5.54 -2.55 7.70
H 4.28 -3.19 8.78
C 7.61 -8.59 4.24
O 7.19 -9.47 3.20
C 5.87 -9.46 2.96
O 5.04 -8.80 3.55
O 5.62 -10.33 1.96
C 4.24 -10.43 1.60
H 8.69 -8.68 4.34
H 7.36 -7.55 3.99
H 7.15 -8.88 5.19
H 3.87 -9.47 1.25
H 3.65 -10.79 2.45
H 4.16 -11.15 0.79
C -4.94 1.86 -4.21
O -4.35 2.84 -5.06
C -3.59 2.32 -6.05
O -3.40 1.15 -6.26
O -3.10 3.34 -6.77
C -2.27 2.94 -7.87
H -5.52 2.39 -3.45
H -5.62 1.22 -4.77
H -4.18 1.27 -3.70
H -2.84 2.34 -8.58
H -1.40 2.39 -7.51
H -1.93 3.84 -8.38
C -0.58 6.33 -6.01
O 0.01 7.31 -6.86
C 0.76 6.79 -7.85
O 0.96 5.61 -8.05
O 1.26 7.81 -8.57
C 2.08 7.41 -9.66
H -1.17 6.86 -5.25
H -1.26 5.68 -6.57
H 0.18 5.74 -5.50
H 1.51 6.80 -10.38
H 2.96 6.86 -9.31
H 2.43 8.31 -10.17
C -6.84 4.63 -6.29
O -7.64 3.92 -5.35
C -8.81 4.52 -5.06
O -9.21 5.56 -5.51
O -9.46 3.74 -4.17
C -10.73 4.26 -3.76
H -5.93 4.06 -6.45
H -7.36 4.73 -7.25
H -6.57 5.61 -5.90
H -11.41 4.34 -4.62
H -10.61 5.23 -3.27
H -11.16 3.56 -3.04
*
```

HOMO = -11.9 eV
LUMO = -0.1242 Eh

***

ORCA calculation (the ωB97M-V functional and the def2-TZVPD basis) on a gas-phase ion, C9H14ClN2O (charge +1).

Structure (ORCA input):
```
! wB97M-V def2-TZVPD RIJCOSX def2/J DEFGRID3
* xyz 1 1
C 1.27 -1.76 1.19
C 1.12 -0.50 0.26
C -0.41 -0.14 0.02
C -1.30 -0.06 1.29
C -0.32 1.20 -0.83
C -1.69 1.69 -1.27
N 0.31 0.77 -2.02
O -0.45 0.47 -2.94
C 1.66 0.44 -2.12
Cl 2.62 1.81 -1.45
C 1.89 -0.89 -1.00
C 1.32 -2.03 -1.76
N 0.73 -2.77 -2.35
H 0.68 -2.55 0.85
H 1.08 -1.70 2.28
H 2.32 -2.18 1.13
H 1.55 0.46 0.56
H -0.79 -0.91 -0.69
H -2.45 0.02 1.11
H -0.94 0.61 1.95
H -1.30 -0.99 1.75
H 0.26 1.91 -0.37
H -2.51 0.90 -1.39
H -1.57 2.18 -2.16
H -2.07 2.31 -0.50
H 2.02 0.08 -3.16
H 3.01 -0.90 -0.97
*
```

HOMO = -15.3 eV
Energy above the lowest of the compared OMol25 structures with the same formula, charge and spin = 389.38 kJ/mol
SMILES = C[C@@H]1[C@@H](C)[C@H](C)[N+](=O)[C@@H](Cl)[C@@H]1C#N
LUMO = -0.2573 Eh

***

ORCA calculation (the ωB97M-V functional and the def2-TZVPD basis) on a molecular structure, C3H2FGaO2.

Structure (ORCA input):
```
! wB97M-V def2-TZVPD RIJCOSX def2/J DEFGRID3
* xyz 1 2
H -3.18 -0.60 0.65
C 0.40 0.84 0.28
C 0.74 -0.38 -0.16
O 1.85 -0.56 -0.99
C 1.82 -1.03 -2.16
O -0.66 1.11 0.98
H 1.04 1.67 -0.06
F 0.17 -1.52 0.23
Ga -2.17 0.48 1.22
*
```

HOMO (spin up / spin down) = -11.0 / -13.9 eV
Energy above the lowest of the compared OMol25 structures with the same formula, charge and spin = 351.60 kJ/mol
LUMO (spin up / spin down) = -0.2865 / -0.2861 Eh

***

ORCA calculation (the ωB97M-V functional and the def2-TZVPD basis) on a molecular structure, C3H7NO.

Structure (ORCA input):
```
! wB97M-V def2-TZVPD RIJCOSX def2/J DEFGRID3
* xyz 0 1
C 0.61 0.73 -0.33
C 0.73 -0.72 -0.01
C -0.42 -1.45 -0.16
O -1.54 -0.94 -0.81
N -0.04 1.50 0.77
H 1.54 1.22 -0.57
H -0.07 0.96 -1.18
H 1.73 -1.13 0.04
H -1.33 -0.48 0.14
H -0.41 -2.53 -0.16
H -1.00 1.76 0.62
H 0.20 1.07 1.65
*
```

HOMO = -8.9 eV
Energy above the lowest of the compared OMol25 structures with the same formula, charge and spin = 383.13 kJ/mol
LUMO = 0.0348 Eh

***

ORCA calculation (the ωB97M-V functional and the def2-TZVPD basis) on 2 unconnected molecules or ions with the total composition C4H13NO2.

Structure (ORCA input):
```
! wB97M-V def2-TZVPD RIJCOSX def2/J DEFGRID3
* xyz -1 2
C 0.74 0.88 2.42
N 0.70 0.10 1.10
C 0.04 0.86 -0.07
C -0.10 -0.03 -1.23
C -0.54 0.59 -2.59
O -1.04 -1.11 -0.95
H 1.46 0.45 3.29
H -0.26 0.88 2.85
H 0.98 1.95 2.40
H 1.68 0.13 0.78
H -1.01 0.95 0.10
H 0.50 1.84 -0.21
H 0.90 -0.43 -1.36
H -1.40 1.18 -2.55
H 0.26 1.17 -3.04
H -0.85 -0.13 -3.32
H -1.95 -0.91 -0.52
H -0.40 -3.15 0.43
H 0.38 -2.17 1.14
O -0.09 -3.07 1.32
*
```

HOMO (spin up / spin down) = 1.2 / -6.2 eV
Energy above the lowest of the compared OMol25 structures with the same formula, charge and spin = 168.89 kJ/mol
LUMO (spin up / spin down) = 0.1439 / 0.1501 Eh

***

ORCA calculation (the ωB97M-V functional and the def2-TZVPD basis) on 2 unconnected molecules or ions with the total composition C9H14.

Structure (ORCA input):
```
! wB97M-V def2-TZVPD RIJCOSX def2/J DEFGRID3
* xyz 0 1
C 1.01 2.77 -0.63
C 0.81 1.57 0.27
C -0.46 1.03 0.46
C -0.68 0.02 1.38
C 0.39 -0.57 2.04
C 1.68 -0.11 1.79
C 1.87 0.96 0.92
H 2.07 2.97 -0.77
H 0.64 3.65 -0.12
H 0.51 2.66 -1.58
H -1.28 1.41 -0.14
H -1.70 -0.28 1.57
H 0.21 -1.39 2.71
H 2.55 -0.57 2.24
H 2.88 1.30 0.75
C -1.22 -2.47 -1.81
C -2.47 -2.45 -2.69
H -0.56 -1.63 -1.96
H -1.47 -2.53 -0.75
H -0.58 -3.35 -2.00
H -3.28 -1.94 -2.17
H -2.86 -3.46 -2.81
H -2.29 -2.00 -3.66
*
```

HOMO = -9.1 eV
Energy above the lowest of the compared OMol25 structures with the same formula, charge and spin = 19.78 kJ/mol
SMILES = Cc1ccccc1.CC
LUMO = 0.0371 Eh

***

ORCA calculation (the ωB97M-V functional and the def2-TZVPD basis) on C7H14 in the gas phase.

Structure (ORCA input):
```
! wB97M-V def2-TZVPD RIJCOSX def2/J DEFGRID3
* xyz 0 1
C 2.21 -0.67 0.60
C 1.00 -0.79 -0.32
C 0.02 0.40 -0.30
C 0.63 1.75 0.02
C -1.06 0.36 -1.34
C -1.43 0.25 0.11
C -2.07 -1.00 0.68
H 2.88 -1.53 0.47
H 2.78 0.23 0.39
H 1.91 -0.64 1.66
H 1.36 -0.90 -1.36
H 0.46 -1.72 -0.11
H 1.60 1.90 -0.46
H 0.77 1.88 1.10
H -0.03 2.56 -0.32
H -1.30 1.27 -1.89
H -1.12 -0.55 -1.94
H -1.84 1.16 0.54
H -2.12 -0.96 1.77
H -1.53 -1.91 0.40
H -3.10 -1.10 0.30
*
```

HOMO = -9.5 eV
Energy above the lowest of the compared OMol25 structures with the same formula, charge and spin = 84.21 kJ/mol
SMILES = CC[C@@]1(C)C[C@H]1C
LUMO = 0.0407 Eh

***

ORCA calculation (the ωB97M-V functional and the def2-TZVPD basis) on 2 unconnected molecules or ions with the total composition C9H21NO2S.

Structure (ORCA input):
```
! wB97M-V def2-TZVPD RIJCOSX def2/J DEFGRID3
* xyz 0 1
C 2.83 -0.59 -2.40
C 1.53 -1.12 -1.98
C 0.83 -0.56 -0.65
C 0.70 0.91 -0.69
S 1.70 -0.81 1.01
C 3.42 -0.02 1.15
O 0.97 -0.12 2.07
O 2.07 -2.19 1.08
H 3.41 -0.15 -1.54
H 3.46 -1.41 -2.77
H 2.70 0.25 -3.16
H 0.70 -0.82 -2.74
H 1.50 -2.29 -2.03
H -0.08 -1.06 -0.30
H 0.65 1.19 0.38
H 1.76 1.18 -0.91
H 0.10 1.39 -1.36
H 3.36 1.00 1.09
H 3.77 -0.36 2.20
H 4.09 -0.52 0.54
C -2.80 2.00 1.70
C -2.58 0.71 1.91
N -1.77 0.32 2.97
C -3.41 -0.29 1.21
C -2.71 -0.87 0.00
H -2.16 2.71 2.23
H -3.65 2.41 1.38
H -1.70 -0.67 2.92
H -1.04 0.99 3.17
H -4.32 0.22 0.72
H -3.67 -1.19 1.83
H -2.55 -0.06 -0.67
H -1.86 -1.42 0.41
H -3.46 -1.49 -0.68
*
```

HOMO = -7.7 eV
SMILES = CC[C@H](C)S(C)(=O)=O.C=C(N)CC
LUMO = 0.0267 Eh

***

ORCA calculation (the ωB97M-V functional and the def2-TZVPD basis) on a molecular structure, C25H55Ca2N2O10P.

Structure (ORCA input):
```
! wB97M-V def2-TZVPD RIJCOSX def2/J DEFGRID3
* xyz 0 1
Ca -3.71 0.12 -0.36
Ca -2.92 -4.61 -1.12
P -5.75 -2.05 -2.22
O -5.34 -2.49 -0.85
O -4.29 -2.12 -2.61
O -6.04 -0.59 -1.91
O -6.81 -3.12 -2.36
O 0.91 -1.07 1.90
C -0.17 -0.75 1.21
O -1.00 -1.63 0.89
O -0.46 0.42 1.07
H 1.15 -0.14 1.85
C -3.97 6.16 -0.13
C -5.08 5.76 -1.03
C -5.31 4.32 -0.53
O -4.11 3.90 0.03
C -3.47 4.98 0.67
H -4.25 6.96 0.55
H -3.06 6.54 -0.61
H -4.63 5.80 -2.02
H -6.00 6.33 -1.12
H -5.77 3.74 -1.33
H -6.09 4.35 0.23
H -2.41 4.72 0.71
H -3.87 5.02 1.69
C -0.91 3.47 -4.65
C -1.50 2.49 -5.60
C -2.21 1.44 -4.70
O -1.53 1.57 -3.44
C -0.49 2.56 -3.57
H -1.65 4.16 -4.24
H -0.06 4.08 -4.96
H -0.76 2.17 -6.33
H -2.24 3.09 -6.14
H -1.92 0.47 -5.11
H -3.30 1.52 -4.68
H 0.48 2.10 -3.73
H -0.45 3.06 -2.61
C -0.81 -4.76 4.95
C -1.56 -4.10 6.07
C -3.00 -4.38 5.74
O -2.93 -5.71 5.29
C -1.61 -6.08 4.92
H 0.26 -4.91 5.11
H -0.91 -4.21 4.02
H -1.51 -3.01 6.04
H -1.20 -4.42 7.04
H -3.38 -3.74 4.94
H -3.68 -4.31 6.58
H -1.39 -6.68 4.04
H -1.14 -6.69 5.69
C 1.25 -2.91 -3.39
C 1.53 -4.21 -2.70
N 0.37 -5.15 -2.62
C -0.18 -5.40 -3.95
C 0.88 -6.07 -4.90
C 0.72 -6.39 -1.90
C 1.05 -6.26 -0.46
H 1.93 -2.16 -2.99
H 0.24 -2.56 -3.18
H 1.42 -2.95 -4.47
H 2.34 -4.83 -3.11
H 1.85 -4.00 -1.68
H -0.62 -4.50 -4.39
H -1.06 -6.02 -3.75
H 0.22 -6.42 -5.70
H 1.41 -6.91 -4.45
H 1.61 -5.31 -5.17
H -0.12 -7.08 -2.00
H 1.57 -6.94 -2.31
H 1.13 -7.25 -0.01
H 2.01 -5.80 -0.24
H 0.28 -5.66 0.02
C 3.86 4.57 1.10
C 5.30 4.42 1.57
N 5.45 4.28 2.96
C 5.25 5.49 3.74
C 6.49 6.48 3.67
C 4.77 3.14 3.58
C 5.03 1.78 2.82
H 3.71 5.06 0.13
H 3.26 5.32 1.61
H 3.33 3.62 1.09
H 5.65 3.62 0.92
H 5.77 5.38 1.34
H 4.32 6.00 3.46
H 5.07 5.24 4.79
H 6.69 6.86 2.66
H 6.42 7.21 4.48
H 7.37 5.87 3.87
H 3.71 3.29 3.79
H 5.15 3.00 4.59
H 6.11 1.81 2.67
H 4.53 1.75 1.85
H 4.82 0.84 3.33
*
```

HOMO = -5.7 eV
Energy above the lowest of the compared OMol25 structures with the same formula, charge and spin = 1502.98 kJ/mol
LUMO = -0.0770 Eh

***

no.,F_max (hartree/bohr),DFT total energy (Eh)
1,0.1050,-457.707622
2,0.1882,-7738.580226
3,0.1575,-3156.132555
4,0.0960,-995.856036
5,0.0949,-2290.098108
6,0.1139,-248.380568
7,0.0651,-365.326737
8,0.0193,-351.322658
9,0.0040,-275.084173
10,0.1034,-958.797938
11,0.1942,-3543.787013